(1)
Below is C39H55BN14O6PS2Ti as an isolated structure, with properties calculated with ωB97M-V/def2-TZVPD.

Its charge is -1. Its gap between HOMO and LUMO (alpha / beta) is 0.188 / 0.262 Eh. Its spin multiplicity is 3. Its expectation value of S² is 2.01.

Geometry (Å):
C -0.07 0.59 3.53
N 1.01 -1.67 0.50
H 2.27 -3.38 -2.79
H 3.26 3.29 -2.63
C -0.33 3.35 -6.79
H 0.61 -3.10 2.60
O -3.17 5.77 -3.23
N -3.10 -0.52 -0.32
C 2.66 -0.49 1.90
H -2.17 -4.70 9.60
H 2.58 -5.18 -1.53
N -1.79 0.42 -2.21
C 3.56 2.28 -2.91
H 1.14 2.57 -3.24
C -2.46 4.24 -5.25
C 2.60 -4.88 -0.35
C -1.95 0.31 -3.51
H 1.50 -2.76 4.99
H 0.99 4.13 -2.55
C -2.95 -2.92 4.72
S 0.31 1.10 5.02
H 5.23 0.45 4.19
C 1.07 3.43 0.02
H -2.42 -2.04 4.40
H 4.72 -3.19 -0.58
N 3.01 1.25 -2.02
N 1.86 0.92 0.10
C -2.50 -2.08 1.02
H 0.84 2.82 0.92
H 3.72 -1.14 4.90
H -1.50 6.19 -5.36
O -4.38 3.62 -3.54
H -3.18 2.24 -5.45
C 1.77 -1.62 1.72
N 0.73 -3.19 -1.39
H 1.62 4.29 0.27
C 4.12 1.19 1.07
Ti -0.16 0.15 0.45
C 4.61 0.39 3.36
H -2.33 -3.81 4.61
H 4.13 2.00 0.56
H -1.20 1.44 -6.63
H 3.85 -1.69 0.50
H 0.14 3.95 -0.28
H 0.88 1.96 -7.56
C -1.52 -0.92 8.28
H -0.91 -0.88 9.21
C -2.36 2.91 -5.66
C 3.90 -2.86 0.24
H 0.96 -2.44 -3.49
H -0.58 -0.35 -5.07
H -2.82 5.00 0.93
C 4.93 1.25 2.18
H 3.92 -0.29 -2.93
C -0.79 -0.09 -4.07
H -0.82 -1.19 7.50
H -1.21 -2.27 -1.60
C -3.83 -2.40 0.59
H 6.06 1.94 2.39
N 0.73 2.92 -7.58
H 2.62 -0.68 -1.90
H -3.95 0.73 -1.95
H -3.96 -5.59 9.61
H 1.75 -5.48 0.18
C 1.47 -2.47 2.73
N -2.05 -0.96 0.51
N -0.54 0.16 -1.84
H -4.89 -1.33 -0.97
H 1.56 3.37 -7.35
N 1.45 2.62 -1.15
C 1.41 -2.66 -0.34
H 3.22 2.06 -3.95
H -0.30 3.09 -2.35
H 4.23 -3.34 1.19
H -1.14 -4.10 -1.94
C 3.21 -1.40 4.07
H 4.67 2.41 -2.91
H 3.47 -5.23 0.11
C -3.24 -4.73 9.31
C 3.52 -0.08 -2.02
C 3.44 -0.50 3.07
C 0.82 3.09 -2.34
H -3.58 -4.03 10.17
O -4.78 5.50 -5.04
P -2.35 -3.25 7.33
N 2.61 -3.37 -0.23
H 0.79 -4.23 -3.32
S -3.83 4.86 -4.15
C -1.43 5.13 -5.62
H -1.08 -3.60 -0.49
H -2.91 0.52 -3.89
C 2.11 1.52 -1.02
H 0.24 5.37 -6.97
O -2.56 -1.97 8.38
H 1.06 -0.51 -3.05
C -0.69 -3.34 -1.43
C 2.88 0.56 0.96
N -1.70 1.89 0.58
C -1.30 2.44 -6.33
O -3.51 -4.13 8.06
C 1.21 -3.26 -2.81
C -2.72 3.89 0.74
N -0.30 0.26 2.46
C -4.10 -1.35 -0.27
H -2.04 0.06 8.12
C 2.08 -2.31 4.00
B -3.00 0.70 -1.28
H -3.84 -3.13 4.13
C -1.74 3.04 1.21
C 0.05 -0.21 -2.99
C -3.26 3.19 -0.32
H -1.96 -2.63 1.77
C -0.51 4.72 -6.50
N -2.70 1.97 -0.43
O -3.36 -2.86 6.08
H -1.03 3.26 2.03
H -4.44 -3.28 0.76
H 4.18 -0.31 -1.15
H -4.06 3.56 -0.94

Results of the Mulliken charge analysis, in e, for atoms 1 through 8: number 1, C, carries 0.482; number 2, N, carries 1.668; number 3, H, carries 0.476; number 4, H, carries 0.407; number 5, C, carries 0.557; number 6, H, carries 0.425; number 7, O, carries -0.712; number 8, N, carries -0.346


(2)
Below is C39H55ClN7O4SSiV as an isolated structure, with properties calculated with ωB97M-V/def2-TZVPD.

Its charge is -1. Its gap between HOMO and LUMO (alpha / beta) is 0.202 / 0.255 Eh. Its spin multiplicity is 4. Its expectation value of S² is 3.78.

Geometry (Å):
C -3.90 0.22 2.63
C 2.89 4.31 -0.37
H -2.58 -2.74 -0.50
H 0.37 1.02 2.56
H -0.41 6.00 0.85
H 2.13 4.46 -1.15
C -1.82 2.36 -2.46
N 0.85 -0.87 -2.55
H 1.29 -5.36 1.62
C 0.71 0.12 3.05
H -3.35 -0.26 -0.66
H -3.76 -3.22 -2.59
O 2.03 2.06 0.19
C 0.50 -4.75 -0.70
H -1.58 5.82 2.18
C 0.30 3.93 2.57
C 4.32 -1.25 -1.52
H -2.57 -2.31 1.30
H 1.89 -3.17 4.58
O 0.57 2.38 -1.98
H -1.83 -5.83 -0.31
H -1.79 1.29 -2.24
H -2.72 3.17 1.09
H 2.99 2.23 -2.26
H -1.60 -8.23 0.35
H 5.00 -1.51 0.51
Cl -6.86 2.52 1.20
C 3.21 -1.05 -2.30
N 0.14 -3.09 0.90
H -2.32 3.36 2.81
H 0.96 2.58 -4.48
H 4.17 1.27 -1.35
H 1.14 -0.68 -3.49
H -1.24 4.78 -3.52
H -5.28 1.25 -0.81
N -0.31 -4.16 0.11
H 2.74 -1.30 1.43
C -2.25 -2.25 -3.80
O -0.21 3.54 0.19
H -0.18 1.23 -4.27
C -5.49 1.43 1.32
H -1.88 -6.85 -1.74
O -0.33 0.82 0.07
C -2.17 -2.41 -1.44
C 1.72 -1.06 4.86
C -1.24 -6.50 -0.93
H -1.63 2.03 1.85
H -2.55 2.55 -3.25
C 2.89 -1.26 0.37
H -2.73 -2.43 -4.76
H -1.98 -1.46 2.69
C -2.19 -1.34 1.63
H -3.51 -0.06 3.60
C -1.23 5.39 1.24
N -1.01 -1.73 -1.35
H 2.05 -4.72 3.07
C 1.13 -4.73 2.49
C -4.98 1.08 2.55
H 1.38 1.10 4.82
H 0.91 3.02 2.50
H 5.13 3.16 0.72
H 0.55 -6.26 -1.98
H -2.16 2.87 -1.54
H -0.11 -7.33 0.72
C -0.41 4.39 -2.91
N 1.78 -1.10 -0.39
H -0.52 -1.32 -4.66
H 0.97 4.79 2.50
C -3.29 -0.33 1.49
H 3.80 4.84 -0.67
C -0.08 2.33 -4.25
S 2.20 -4.53 -0.95
C 0.96 -2.21 2.89
C -0.44 2.86 -2.87
C 4.16 -1.35 -0.15
H -2.05 5.41 0.52
C 0.75 -3.35 2.06
H -0.19 3.95 3.54
C 1.28 0.15 4.30
N -0.15 -5.72 -1.49
H 4.40 1.56 1.05
H 3.28 -0.99 -3.38
C -2.82 -2.69 -2.61
H -0.18 -8.38 -0.70
H -0.74 2.75 -5.01
H 4.58 2.92 -1.86
H 0.53 4.74 -3.33
H 5.30 -1.33 -1.98
C -4.90 0.94 0.16
H 0.34 -5.18 3.10
C -3.82 0.08 0.26
C 3.19 2.82 -0.20
C -0.41 -1.42 -2.51
C -1.92 3.07 1.83
H -0.51 4.79 -1.89
C 1.95 -1.01 -1.70
C 1.56 -2.23 4.17
C -0.75 3.96 1.45
V -0.26 -1.22 0.51
C 4.19 2.62 0.93
C -0.76 -7.69 -0.09
H 2.52 4.75 0.55
Si 0.46 2.12 -0.34
N 0.55 -1.02 2.34
H 3.77 3.00 1.87
C -1.03 -1.63 -3.75
C 3.77 2.28 -1.50
H -5.44 1.48 3.46
H 2.18 -1.07 5.84

Results of the Mulliken charge analysis, in e, for atoms 1 through 8: number 1, C, carries -0.196; number 2, C, carries -1.435; number 3, H, carries 0.231; number 4, H, carries 0.177; number 5, H, carries 0.370; number 6, H, carries 0.055; number 7, C, carries -1.040; number 8, N, carries 0.825


| no. | energy (Eh) |
| --- | --- |
| 1 | -4749.1790 |
| 2 | -4295.6117 |